ORCA calculation (ωB97M-V with the def2-TZVPD basis set) on C49H45CsIN9OS as an isolated structure.

Geometry as XYZ:
```
107
C49H45CsIN9OS ωB97M-V with the def2-TZVPD basis set
Cs 0.319 0.535 -0.268
I -1.670 1.986 6.804
S -4.968 -0.168 -3.207
O -0.639 2.174 1.663
N -2.594 -1.483 -3.136
N 3.621 -6.656 -3.347
N -4.501 0.313 -0.757
N -2.622 3.202 1.809
N -0.825 -0.479 3.391
N 5.608 -6.418 2.559
N -3.426 -0.428 -1.193
N 2.389 -6.236 -5.160
N 1.782 -2.013 -2.305
C 2.932 -7.507 -5.255
C -3.527 4.133 -3.300
C -1.361 0.363 4.267
C -6.661 1.267 -1.451
C 1.974 -3.551 1.183
C -0.502 2.579 -2.324
C -1.321 2.410 -3.236
C 3.704 -7.792 -4.119
C -0.726 0.702 5.451
C -0.896 0.404 -5.219
C -3.172 0.539 -5.972
C -2.240 5.482 4.052
C 1.419 -3.717 -3.952
C -2.145 1.105 -5.153
C 1.110 -2.508 -3.344
C -5.374 5.240 -4.414
C -1.732 -1.227 -6.816
C -4.493 5.117 -3.336
C 3.223 -3.914 -2.402
C 0.373 -0.991 3.653
C 2.832 -2.697 -1.865
C 2.490 -4.449 -3.454
C 0.525 0.175 5.734
C -2.969 -0.585 -6.753
C 1.087 -0.684 4.807
C -0.894 4.796 3.823
C -3.362 3.185 -4.352
C -2.296 2.219 -4.283
C 2.816 -5.768 -4.019
C 4.927 -5.524 2.301
C -5.387 0.516 -1.670
C 4.217 -9.940 -4.956
C -3.521 -0.736 -2.449
C -1.274 3.189 1.909
C -0.702 -0.692 -6.034
C 2.771 -4.636 1.518
C 4.533 -3.104 2.098
C -3.487 4.314 2.146
C -6.876 2.401 -2.450
C 4.075 -4.418 1.972
C -4.233 3.372 -5.459
C -5.208 4.356 -5.476
C -3.465 4.673 3.631
C 3.692 -2.051 1.757
C 2.375 -2.195 1.258
C 4.357 -9.007 -3.945
C 2.806 -8.459 -6.265
C -0.597 4.463 2.356
C 3.453 -9.669 -6.102
H 0.803 -1.633 2.890
H 0.284 -1.911 -3.711
H 1.042 0.431 6.649
H -4.169 0.956 -5.932
H 3.369 -10.427 -6.870
H 0.467 4.301 2.200
H 5.543 -2.928 2.456
H 4.109 -1.049 1.871
H 0.975 -3.785 0.813
H 3.984 -6.529 -2.419
H -2.244 6.430 3.500
H -1.572 -2.091 -7.449
H -4.493 4.026 1.843
H -3.028 2.356 1.435
H -4.098 2.768 -6.347
H -6.055 3.116 -2.419
H -0.838 3.879 4.418
H 0.284 -1.149 -6.071
H 2.403 -5.654 1.428
H -4.365 5.250 3.865
H -5.838 4.451 -6.357
H -2.330 5.740 5.111
H -6.619 1.646 -0.428
H -0.104 5.452 4.198
H -3.805 -0.977 -7.325
H 2.068 -1.115 4.961
H -2.440 -1.157 -4.088
H -4.569 5.808 -2.500
H -3.518 3.747 4.213
H -2.836 4.068 -2.468
H -7.500 0.564 -1.501
H -3.226 5.193 1.546
H -0.906 5.290 1.709
H -1.724 -1.525 -2.623
H -0.086 0.787 -4.608
H 3.360 -2.273 -1.022
H 4.087 -4.414 -1.983
H -6.137 6.009 -4.435
H -6.934 2.023 -3.473
H -7.807 2.931 -2.235
H 2.213 -8.244 -7.144
H 0.833 -4.092 -4.779
H -2.329 0.783 4.015
H 4.707 -10.901 -4.862
H 4.946 -9.217 -3.061
```

The lowest unoccupied orbital energy is 2.8 eV. The frontier orbital gap is 2.67 eV. The calculation puts the molar mass at 1067.8 g/mol. The multiplicity is 1. The HOMO energy is 0.14 eV. The total charge is -2. The largest force on an atom is 0.82 eV Å⁻¹. As for the total energy: -86483.842 eV.